{"formula": "C3H2FO2Pb", "method": "ωB97M-V/def2-TZVPD", "e_homo_ev": [-1.7, -1.7], "e_tot_ev": -15201.4714, "multiplicity": 1, "relative_energy_kj_mol": 16.34, "homo_lumo_gap_ev": [5.367, 5.363], "charge": -1, "max_force_ev_per_a": 1.769, "species": ["C", "C", "O", "O", "C", "H", "F", "H", "Pb"], "coordinates": [[-0.58, 0.52, 0.45], [2.11, -0.32, -0.88], [0.38, 0.82, 1.14], [-0.25, -0.06, -0.82], [0.97, 0.15, -1.39], [3.10, 0.04, -1.15], [2.13, -1.40, -0.07], [1.03, 0.92, -2.16], [-3.05, 0.49, 0.79]]}